Entry 1:
The following is a quantum chemistry calculation of a cluster of 3 separate species, C22H46I2N3O4 in total, from the Open Molecules 2025 dataset.

HOMO-LUMO gap ... 7.76 eV
Net charge ... +1
Calculated total energy ... -1926.01882 a.u.
Energy relative to the best compared isomer or geometry (same formula, charge and spin) ... 0.0 kJ/mol
LUMO ... -2.73 eV

Geometry (Å):
C 0.043 -1.555 3.437
C 0.262 -0.818 2.520
C 0.166 0.312 1.571
N -0.507 1.502 2.187
C 0.529 2.293 2.947
C -0.150 2.721 4.279
C -1.646 2.331 4.097
C -1.799 1.295 2.900
C -3.072 1.551 2.072
I -2.926 0.992 -0.009
C -4.343 0.910 2.665
C -4.828 1.600 3.979
I -4.235 -1.236 2.847
H -0.176 -2.098 4.332
H -0.305 -0.034 0.648
H 1.202 0.564 1.310
H -0.687 2.136 1.400
H 1.466 1.779 3.180
H 0.836 3.127 2.303
H 0.042 3.794 4.411
H 0.341 2.292 5.158
H -1.840 1.712 4.987
H -2.379 3.138 4.168
H -1.906 0.360 3.452
H -3.245 2.637 2.078
H -5.141 1.098 1.941
H -4.502 2.644 4.018
H -5.924 1.631 3.921
H -4.588 1.021 4.875
C 6.971 -4.901 3.004
O 5.665 -5.410 3.212
C 4.889 -4.659 4.137
C 3.792 -3.876 3.431
N 4.339 -2.774 2.648
C 3.385 -2.161 1.726
C 2.762 -3.038 0.636
O 3.663 -3.455 -0.369
C 4.455 -4.585 -0.039
H 7.539 -5.657 2.463
H 6.956 -3.991 2.395
H 7.476 -4.699 3.952
H 5.513 -4.008 4.756
H 4.414 -5.387 4.801
H 3.101 -3.481 4.182
H 3.247 -4.592 2.804
H 5.129 -3.108 2.113
H 3.918 -1.344 1.231
H 2.583 -1.705 2.313
H 2.018 -2.422 0.119
H 2.211 -3.892 1.044
H 3.919 -5.296 0.594
H 5.386 -4.277 0.441
H 4.724 -5.088 -0.969
C -2.598 1.451 -8.414
O -1.510 2.031 -7.715
C -1.651 3.428 -7.478
C -1.930 3.715 -6.012
N -3.268 3.282 -5.627
C -3.502 3.263 -4.185
C -2.625 2.356 -3.320
O -2.844 0.966 -3.502
C -2.181 0.389 -4.618
H -2.295 0.453 -8.730
H -3.479 1.348 -7.771
H -2.858 2.032 -9.301
H -2.410 3.875 -8.126
H -0.690 3.882 -7.737
H -1.829 4.789 -5.835
H -1.152 3.197 -5.436
H -3.434 2.354 -5.989
H -4.540 2.948 -4.046
H -3.429 4.288 -3.808
H -2.894 2.552 -2.280
H -1.558 2.594 -3.403
H -1.212 0.856 -4.810
H -2.809 0.442 -5.508
H -2.017 -0.667 -4.401

***

Entry 2:
The following is a quantum chemistry calculation of a structure of composition C6H18BrClO6V, from the Open Molecules 2025 dataset.

HOMO-LUMO gap (alpha / beta) ... 7.97 / 8.87 eV
Spin multiplicity ... 4
Calculated total energy ... -4669.16052 a.u.
<S²> ... 3.755
Energy relative to the best compared isomer or geometry (same formula, charge and spin) ... 0.0 kJ/mol
LUMO (alpha / beta) ... 0.32 / 0.29 eV

Geometry (Å):
V 15.063 14.309 -14.930
Cl 13.558 15.699 -13.577
Br 16.846 13.123 -16.528
C 13.627 15.926 -17.548
O 13.566 14.854 -16.615
H 13.672 16.886 -17.027
H 14.515 15.768 -18.145
H 12.732 15.932 -18.175
H 12.756 14.944 -16.098
C 15.142 12.811 -12.026
O 15.864 13.045 -13.251
H 14.918 11.752 -11.907
H 15.701 13.194 -11.170
H 14.228 13.401 -12.082
H 16.777 12.763 -13.151
C 17.150 16.747 -13.523
O 16.843 15.576 -14.289
H 16.468 17.536 -13.821
H 17.035 16.553 -12.456
H 18.169 17.075 -13.733
H 17.642 15.045 -14.376
C 11.386 12.858 -14.169
O 12.026 11.581 -14.149
C 13.253 11.537 -14.629
O 13.874 12.460 -15.096
O 13.729 10.320 -14.517
C 14.987 10.121 -15.179
H 12.077 13.658 -13.904
H 10.570 12.800 -13.459
H 10.971 13.058 -15.163
H 15.304 9.111 -14.937
H 15.734 10.840 -14.848
H 14.885 10.222 -16.258

***

Entry 3:
The following is a quantum chemistry calculation of a cluster of 2 separate species, C5H11FN3O in total, from the Open Molecules 2025 dataset.

HOMO-LUMO gap (alpha / beta) ... 8.34 / 8.34 eV
Net charge ... +1
Calculated total energy ... -536.17413 a.u.
Energy relative to the best compared isomer or geometry (same formula, charge and spin) ... 162.2 kJ/mol
LUMO (alpha / beta) ... -5.24 / -5.24 eV

Geometry (Å):
C -1.269 -1.506 0.060
C 0.213 0.570 -1.254
C 1.937 1.472 1.116
C 0.833 0.350 1.244
C -0.076 0.647 0.153
N -0.515 -2.285 -0.560
N -0.306 1.495 -2.175
N -2.329 -1.727 0.825
O 1.058 -0.287 -1.668
F -1.029 1.495 0.532
H 1.496 2.472 1.201
H 2.294 1.463 0.065
H 2.857 1.201 1.791
H 0.251 0.350 2.215
H 1.469 -0.513 1.138
H 0.143 -1.808 -1.219
H -0.590 -3.263 -0.687
H -0.999 2.203 -1.871
H 0.014 1.243 -3.039
H -2.639 -0.926 1.355
H -2.813 -2.646 0.779

***

Entry 4:
The following is a quantum chemistry calculation of a cluster of 2 separate species, C2H6N3O2 in total, from the Open Molecules 2025 dataset.

HOMO-LUMO gap ... 8.42 eV
Net charge ... -1
Calculated total energy ... -394.64645 a.u.
Energy relative to the best compared isomer or geometry (same formula, charge and spin) ... 36.0 kJ/mol
LUMO ... 4.01 eV

Geometry (Å):
N 0.299 1.550 0.449
C 1.146 1.570 1.488
N 2.109 0.752 1.668
H -0.505 2.145 0.509
H 0.248 0.751 -0.219
H 0.956 2.387 2.198
H 2.626 1.005 2.503
N -1.228 -2.327 -1.811
C -0.963 -1.195 -1.001
O -0.116 -0.398 -1.484
O -1.597 -1.107 0.066
H -2.059 -2.848 -1.604
H -0.917 -2.284 -2.763

***

Number 1: M 670.44 g/mol. Number 2: M 352.50 g/mol. Number 3: M 148.16 g/mol. Number 4: M 104.09 g/mol.